(1)
Density functional theory data (wB97M-V/def2-TZVPD) for C32H37CrN4O4P2SSi as an isolated structure at a distorted geometry.

- total energy (eV) = -113652.89854
- multiplicity = 4
- ⟨S²⟩ = 3.7871
- LUMO energy (alpha / beta) (eV) = -0.863 / -1.042
- energy relative to the best compared isomer or geometry (same formula, charge and spin) (kcal/mol) = 11.5
- maximum force (eV/Å) = 2.14

Element x y z (Å)
Cr: -0.12 -0.42 -0.39
C: -0.93 -1.39 2.91
P: -0.10 0.02 2.08
C: -1.17 1.35 2.72
C: 1.51 0.16 3.00
C: 1.88 -0.85 3.89
C: 3.15 -0.89 4.44
C: 4.08 0.08 4.12
C: 3.72 1.11 3.26
C: 2.45 1.17 2.69
P: 1.91 2.47 1.51
C: 1.99 3.93 2.65
C: 3.41 2.78 0.50
H: -1.08 -1.18 3.97
H: -0.39 -2.33 2.81
H: -1.90 -1.50 2.43
H: -1.03 1.41 3.80
H: -2.21 1.08 2.51
H: -0.96 2.31 2.26
H: 1.17 -1.63 4.16
H: 3.42 -1.69 5.13
H: 5.08 0.04 4.54
H: 4.45 1.88 3.01
H: 2.99 4.08 3.06
H: 1.28 3.79 3.46
H: 1.69 4.82 2.08
H: 4.27 3.11 1.10
H: 3.16 3.57 -0.21
H: 3.68 1.89 -0.07
C: 2.06 1.32 -5.25
Si: 2.99 -0.24 -4.84
C: 2.26 -1.78 -5.61
C: 4.76 -0.07 -5.41
C: 3.03 -0.45 -2.95
C: 4.22 -0.50 -2.24
C: 4.24 -0.59 -0.85
C: 3.04 -0.57 -0.18
N: 1.87 -0.53 -0.83
C: 1.84 -0.53 -2.19
S: 0.22 -0.67 -2.80
H: 2.06 1.49 -6.34
H: 2.54 2.18 -4.77
H: 1.03 1.27 -4.91
H: 2.43 -1.80 -6.69
H: 1.19 -1.85 -5.42
H: 2.73 -2.67 -5.18
H: 4.79 0.00 -6.50
H: 5.38 -0.93 -5.12
H: 5.23 0.84 -5.01
H: 5.16 -0.46 -2.78
H: 5.16 -0.64 -0.29
H: 3.00 -0.57 0.90
O: -3.70 1.23 0.13
C: -2.56 0.96 -0.12
O: -2.04 -0.26 -0.12
C: -1.46 2.04 -0.42
O: -1.68 3.22 -0.37
O: -0.31 1.48 -0.71
N: 0.85 -7.46 0.42
C: 0.48 -8.77 0.24
C: 1.12 -9.98 0.51
C: 0.42 -11.13 0.20
C: -0.86 -11.08 -0.37
C: -1.49 -9.88 -0.64
C: -0.80 -8.71 -0.33
N: -1.18 -7.39 -0.49
C: -0.18 -6.68 -0.04
C: -0.15 -5.22 -0.04
C: -1.14 -4.51 -0.70
C: -1.09 -3.13 -0.73
N: -0.12 -2.43 -0.13
C: 0.82 -3.11 0.54
C: 0.84 -4.49 0.61
H: 1.74 -7.14 0.77
H: 2.11 -10.02 0.95
H: 0.88 -12.09 0.39
H: -1.37 -12.01 -0.60
H: -2.48 -9.84 -1.08
H: -1.94 -5.04 -1.20
H: -1.84 -2.55 -1.25
H: 1.58 -2.53 1.04
H: 1.63 -4.96 1.18

Here are the Mulliken charges for atoms 1 to 4, given in e:
1 Cr -0.343
2 C -1.887
3 P 2.022
4 C -1.370

(2)
Density functional theory data (wB97M-V/def2-TZVPD) for C11H30ClI2N2P2SYb as an isolated structure at a distorted geometry.

- total charge = +2
- total energy (eV) = -104525.41712
- multiplicity = 2
- ⟨S²⟩ = 0.7601
- LUMO energy (alpha / beta) (eV) = -8.397 / -9.247
- maximum force (eV/Å) = 2.27

Element x y z (Å)
I: -0.30 1.32 1.91
I: -0.39 -1.43 1.77
Yb: -0.08 0.21 -2.99
P: -1.94 0.11 -0.64
C: -3.39 0.21 0.49
C: -2.48 1.41 -1.84
H: -3.58 1.44 -1.78
H: -3.54 -1.46 -1.55
H: -2.19 1.26 -2.90
H: -2.13 -1.36 -2.67
H: -3.28 1.10 1.12
H: -2.10 2.37 -1.46
C: -2.45 -1.38 -1.61
H: -4.31 0.30 -0.12
H: -2.02 -2.26 -1.11
H: -3.45 -0.68 1.12
P: 1.79 0.02 -0.81
C: 3.07 0.03 0.50
C: 2.40 -1.43 -1.75
H: 2.26 1.32 -2.93
H: 3.59 1.28 -1.73
H: 2.18 2.32 -1.43
C: 2.51 1.36 -1.85
H: 2.12 -1.44 -2.82
H: 3.49 -1.43 -1.66
H: 4.06 0.11 0.03
H: 3.01 -0.89 1.09
H: 2.01 -2.33 -1.26
H: 2.90 0.88 1.18
Cl: 0.07 -0.51 -5.23
C: 0.83 2.63 7.33
C: -0.06 1.66 6.58
N: 0.66 1.11 5.44
C: 0.63 -0.16 5.02
S: 1.84 -0.73 3.97
N: -0.42 -0.91 5.53
C: 0.03 -1.67 6.70
C: -1.04 -2.60 7.22
H: 1.78 2.17 7.62
H: 0.32 2.98 8.23
H: 1.05 3.50 6.71
H: -0.40 0.86 7.23
H: -0.95 2.19 6.22
H: 1.32 1.72 4.95
H: -0.78 -1.54 4.81
H: 0.95 -2.23 6.43
H: 0.29 -0.95 7.49
H: -1.25 -3.40 6.50
H: -0.64 -3.04 8.14
H: -1.96 -2.05 7.44

Here are the natural (NBO) charges for atoms 1 to 4, given in e:
1 I 0.093
2 I 0.139
3 Yb 1.304
4 P 0.730

Please write out number 1 again, unchanged.
Density functional theory data (wB97M-V/def2-TZVPD) for C32H37CrN4O4P2SSi as an isolated structure at a distorted geometry.

- total energy (eV) = -113652.89854
- multiplicity = 4
- ⟨S²⟩ = 3.7871
- LUMO energy (alpha / beta) (eV) = -0.863 / -1.042
- energy relative to the best compared isomer or geometry (same formula, charge and spin) (kcal/mol) = 11.5
- maximum force (eV/Å) = 2.14

Element x y z (Å)
Cr: -0.12 -0.42 -0.39
C: -0.93 -1.39 2.91
P: -0.10 0.02 2.08
C: -1.17 1.35 2.72
C: 1.51 0.16 3.00
C: 1.88 -0.85 3.89
C: 3.15 -0.89 4.44
C: 4.08 0.08 4.12
C: 3.72 1.11 3.26
C: 2.45 1.17 2.69
P: 1.91 2.47 1.51
C: 1.99 3.93 2.65
C: 3.41 2.78 0.50
H: -1.08 -1.18 3.97
H: -0.39 -2.33 2.81
H: -1.90 -1.50 2.43
H: -1.03 1.41 3.80
H: -2.21 1.08 2.51
H: -0.96 2.31 2.26
H: 1.17 -1.63 4.16
H: 3.42 -1.69 5.13
H: 5.08 0.04 4.54
H: 4.45 1.88 3.01
H: 2.99 4.08 3.06
H: 1.28 3.79 3.46
H: 1.69 4.82 2.08
H: 4.27 3.11 1.10
H: 3.16 3.57 -0.21
H: 3.68 1.89 -0.07
C: 2.06 1.32 -5.25
Si: 2.99 -0.24 -4.84
C: 2.26 -1.78 -5.61
C: 4.76 -0.07 -5.41
C: 3.03 -0.45 -2.95
C: 4.22 -0.50 -2.24
C: 4.24 -0.59 -0.85
C: 3.04 -0.57 -0.18
N: 1.87 -0.53 -0.83
C: 1.84 -0.53 -2.19
S: 0.22 -0.67 -2.80
H: 2.06 1.49 -6.34
H: 2.54 2.18 -4.77
H: 1.03 1.27 -4.91
H: 2.43 -1.80 -6.69
H: 1.19 -1.85 -5.42
H: 2.73 -2.67 -5.18
H: 4.79 0.00 -6.50
H: 5.38 -0.93 -5.12
H: 5.23 0.84 -5.01
H: 5.16 -0.46 -2.78
H: 5.16 -0.64 -0.29
H: 3.00 -0.57 0.90
O: -3.70 1.23 0.13
C: -2.56 0.96 -0.12
O: -2.04 -0.26 -0.12
C: -1.46 2.04 -0.42
O: -1.68 3.22 -0.37
O: -0.31 1.48 -0.71
N: 0.85 -7.46 0.42
C: 0.48 -8.77 0.24
C: 1.12 -9.98 0.51
C: 0.42 -11.13 0.20
C: -0.86 -11.08 -0.37
C: -1.49 -9.88 -0.64
C: -0.80 -8.71 -0.33
N: -1.18 -7.39 -0.49
C: -0.18 -6.68 -0.04
C: -0.15 -5.22 -0.04
C: -1.14 -4.51 -0.70
C: -1.09 -3.13 -0.73
N: -0.12 -2.43 -0.13
C: 0.82 -3.11 0.54
C: 0.84 -4.49 0.61
H: 1.74 -7.14 0.77
H: 2.11 -10.02 0.95
H: 0.88 -12.09 0.39
H: -1.37 -12.01 -0.60
H: -2.48 -9.84 -1.08
H: -1.94 -5.04 -1.20
H: -1.84 -2.55 -1.25
H: 1.58 -2.53 1.04
H: 1.63 -4.96 1.18

Here are the Mulliken charges for atoms 1 to 4, given in e:
1 Cr -0.343
2 C -1.887
3 P 2.022
4 C -1.370